# 1
ORCA calculation (ωB97M-V/def2-TZVPD) on C21H28N4O2S as an isolated structure.

XYZ file:
```
56
C21H28N4O2S, DFT ωB97M-V/def2-TZVPD
C -1.93 6.19 3.29
C -1.33 5.04 4.08
H -1.14 5.42 5.00
H -1.98 4.25 4.16
C -0.17 4.78 3.58
C -0.08 4.12 2.32
N -1.03 3.46 2.05
N -1.09 2.87 0.57
C 0.08 3.13 0.02
N 0.45 2.54 -1.12
C 1.86 2.82 -1.83
O 2.57 3.52 -1.23
C 1.74 2.07 -2.92
H 2.93 2.44 -3.50
H 0.98 2.35 -3.72
C 2.12 0.60 -2.76
C 0.61 -0.15 -2.57
O -0.33 0.59 -2.67
N 0.60 -1.52 -2.75
C 1.87 -2.31 -2.41
H 2.60 -1.76 -2.70
C 1.95 -2.77 -0.99
H 2.71 -3.54 -0.95
C 0.62 -3.55 -0.64
C -0.84 -2.59 -1.24
C -0.67 -2.18 -2.43
H -1.55 -1.38 -2.42
H -0.70 -2.94 -3.28
H -1.59 -3.09 -0.73
H -0.66 -1.84 -0.21
C 0.43 -4.09 0.63
C -0.91 -4.89 0.98
C -0.80 -6.29 0.56
C -2.03 -7.02 0.89
C -3.08 -6.48 1.51
C -2.89 -5.24 1.73
C -2.05 -4.42 1.58
H -1.65 -3.44 2.14
H -3.84 -4.77 2.37
H -3.77 -7.02 1.57
H -1.88 -8.17 0.59
H 0.29 -6.58 0.16
H 1.34 -4.59 1.00
H 0.39 -3.19 1.57
H 0.33 -4.33 -1.44
H 1.82 -2.18 -0.28
H 1.59 -3.25 -3.03
H 2.57 0.17 -1.85
H 2.48 0.14 -3.87
H -0.09 2.12 -1.67
S 1.21 4.04 0.96
H 0.55 4.11 4.14
H 0.61 5.50 3.24
H -1.34 7.06 3.28
H -2.14 5.73 2.36
H -2.72 6.47 3.72
```

Output
- energy above the lowest of the compared OMol25 structures with the same formula, charge and spin (eV) = 21.1179
- total charge = 0
- total energy (Ha) = -1584.003274
- lowest unoccupied orbital energy (eV) = 0.32
- 2S+1 = 1
- highest occupied orbital energy (eV) = -8.4
- frontier orbital gap (eV) = 8.71

***

# 2
ORCA calculation (ωB97M-V/def2-TZVPD) on one molecule with the formula C21H28N4O3S.

XYZ file:
```
57
C21H28N4O3S, DFT ωB97M-V/def2-TZVPD
C 3.52 4.20 -1.25
C 3.16 4.06 0.19
N 3.61 4.88 1.12
N 3.09 4.45 2.28
C 2.31 3.37 2.13
C 1.60 2.69 3.24
C 2.33 3.07 0.77
S 1.46 1.74 0.04
O 1.92 1.54 -1.31
O 1.50 0.60 0.92
N -0.11 2.34 0.11
C -0.43 3.31 -0.92
C -0.73 2.67 -2.28
C -1.78 1.57 -2.14
C -1.31 0.57 -1.09
C -2.30 -0.57 -0.87
O -3.47 -0.52 -1.18
N -1.73 -1.64 -0.27
C -2.47 -2.82 0.14
C -2.61 -2.88 1.66
C -1.30 -3.30 2.30
C -0.96 -4.72 1.87
C -1.04 -4.90 0.38
C -0.38 -5.97 -0.21
C -0.45 -6.19 -1.58
C -1.18 -5.32 -2.38
C -1.84 -4.25 -1.80
C -1.78 -4.04 -0.42
C -1.12 1.31 0.24
H 2.96 5.03 -1.69
H 3.28 3.29 -1.78
H 4.58 4.43 -1.35
H 3.31 4.94 3.13
H 0.63 3.15 3.40
H 1.44 1.65 2.97
H 2.17 2.75 4.16
H 0.43 3.98 -1.00
H -1.29 3.89 -0.58
H 0.19 2.24 -2.67
H -1.07 3.44 -2.97
H -1.93 1.07 -3.10
H -2.74 1.99 -1.83
H -0.34 0.15 -1.39
H -0.75 -1.61 -0.04
H -3.46 -2.71 -0.32
H -2.93 -1.90 2.02
H -3.39 -3.60 1.92
H -1.37 -3.25 3.39
H -0.50 -2.61 2.00
H 0.04 -4.99 2.22
H -1.66 -5.41 2.34
H 0.19 -6.65 0.41
H 0.07 -7.03 -2.02
H -1.23 -5.48 -3.44
H -2.41 -3.57 -2.41
H -0.78 0.64 1.03
H -2.06 1.78 0.55
```

Output
- energy above the lowest of the compared OMol25 structures with the same formula, charge and spin (eV) = 2.1449
- total charge = 0
- total energy (Ha) = -1659.990892
- SMILES = Cc1n[nH]c(C)c1S(=O)(=O)N1CCC[C@H](C(=O)N[C@@H]2CCCc3ccccc32)C1
- lowest unoccupied orbital energy (eV) = 0.63
- 2S+1 = 1
- highest occupied orbital energy (eV) = -8.9
- frontier orbital gap (eV) = 9.58

***

# 3
ORCA calculation (ωB97M-V/def2-TZVPD) on one molecule with the formula C21H28N4O4.

XYZ file:
```
57
C21H28N4O4, DFT ωB97M-V/def2-TZVPD
C -4.42 -4.61 -5.59
O -4.60 -3.33 -6.14
C -4.93 -2.33 -5.20
C -3.73 -1.87 -4.35
C -4.14 -0.70 -3.47
O -5.28 -0.29 -3.44
N -3.15 -0.12 -2.75
C -1.80 -0.58 -2.58
C -1.59 -1.13 -1.17
C -1.93 -0.04 -0.13
O -1.04 1.06 -0.24
C 0.20 1.00 0.31
C 0.73 -0.06 1.02
C 2.01 0.03 1.54
C 2.77 1.17 1.38
C 4.12 1.20 2.01
O 4.81 0.21 2.13
N 4.52 2.44 2.43
C 5.65 2.59 3.32
C 5.18 2.61 4.79
C 4.36 1.40 5.07
C 2.96 1.26 4.94
N 2.58 0.02 5.16
N 3.69 -0.66 5.42
C 4.79 0.12 5.37
C 2.24 2.24 0.65
C 0.98 2.15 0.12
C -3.34 0.49 -0.39
C -3.48 0.96 -1.84
H -4.33 -5.30 -6.43
H -5.29 -4.91 -4.98
H -3.52 -4.68 -4.97
H -5.30 -1.49 -5.78
H -5.73 -2.67 -4.53
H -2.92 -1.58 -5.03
H -3.38 -2.69 -3.72
H -1.55 -1.34 -3.32
H -1.13 0.27 -2.73
H -0.55 -1.45 -1.05
H -2.24 -1.99 -1.00
H -1.88 -0.46 0.88
H 0.17 -0.97 1.18
H 2.43 -0.80 2.10
H 3.83 3.17 2.46
H 6.19 3.50 3.08
H 6.29 1.72 3.16
H 6.06 2.63 5.44
H 4.59 3.51 4.97
H 2.24 2.02 4.71
H 3.64 -1.65 5.59
H 5.77 -0.26 5.54
H 2.83 3.13 0.47
H 0.56 2.96 -0.45
H -3.54 1.33 0.29
H -4.06 -0.30 -0.18
H -4.51 1.26 -2.04
H -2.81 1.80 -2.02
```

Output
- energy above the lowest of the compared OMol25 structures with the same formula, charge and spin (eV) = 3.4186
- total charge = 0
- total energy (Ha) = -1337.018167
- SMILES = COCCC(=O)N1CCC(Oc2ccc(C(=O)NCCc3cn[nH]c3)cc2)CC1
- lowest unoccupied orbital energy (eV) = 0.66
- 2S+1 = 1
- highest occupied orbital energy (eV) = -8.7
- frontier orbital gap (eV) = 9.33

***

# 4
ORCA calculation (ωB97M-V/def2-TZVPD) on one molecule with the formula C21H28N4O5.

XYZ file:
```
58
C21H28N4O5, DFT ωB97M-V/def2-TZVPD
C -1.58 4.78 2.81
C -0.82 4.28 1.64
N 0.49 4.33 1.58
N 0.85 3.82 0.39
C 2.24 3.64 0.10
C 2.72 2.21 0.39
O 3.71 1.73 -0.07
O 1.90 1.61 1.25
C 2.05 0.22 1.44
C 1.25 -0.48 0.32
O 1.17 0.03 -0.78
N 0.65 -1.62 0.68
C -0.20 -2.35 -0.21
C 0.39 -3.14 -1.20
C 1.89 -3.26 -1.32
C 2.34 -4.73 -1.37
C 2.37 -2.50 -2.56
C -0.43 -3.81 -2.09
C -1.81 -3.70 -1.99
C -2.37 -2.93 -1.00
C -1.58 -2.23 -0.09
C -2.28 -1.37 0.94
C -1.86 -1.67 2.39
C -2.14 0.12 0.63
C -0.20 3.41 -0.34
C -0.06 2.80 -1.68
C -1.32 3.70 0.44
N -2.67 3.47 0.13
O -3.50 3.70 0.98
O -2.94 3.03 -0.98
H -2.15 3.97 3.26
H -2.29 5.54 2.50
H -0.89 5.19 3.54
H 2.46 3.87 -0.94
H 2.80 4.32 0.75
H 3.11 -0.05 1.34
H 1.68 -0.01 2.43
H 0.75 -1.97 1.62
H 2.36 -2.81 -0.44
H 3.42 -4.79 -1.34
H 1.93 -5.28 -0.53
H 2.01 -5.21 -2.29
H 3.46 -2.55 -2.63
H 1.94 -2.92 -3.46
H 2.08 -1.45 -2.48
H 0.00 -4.42 -2.87
H -2.44 -4.23 -2.69
H -3.45 -2.85 -0.93
H -3.35 -1.62 0.87
H -2.64 -1.34 3.07
H -0.95 -1.14 2.65
H -1.71 -2.74 2.54
H -1.10 0.44 0.70
H -2.49 0.33 -0.38
H -2.74 0.70 1.33
H 0.56 3.42 -2.32
H -1.04 2.68 -2.13
H 0.41 1.82 -1.60
```

Output
- energy above the lowest of the compared OMol25 structures with the same formula, charge and spin (eV) = 4.8134
- total charge = 0
- total energy (Ha) = -1412.197061
- SMILES = Cc1nn(CC(=O)OCC(=O)Nc2c(C(C)C)cccc2C(C)C)c(C)c1[N+](=O)[O-]
- lowest unoccupied orbital energy (eV) = 0.19
- 2S+1 = 1
- highest occupied orbital energy (eV) = -9.2
- frontier orbital gap (eV) = 9.38